1.
# C17H25N3O5S

C17H25N3O5S in the gas phase (ωB97M-V/def2-TZVPD, the Open Molecules 2025 dataset).

```
51
Properties=species:S:1:pos:R:3:nbo_charge:R:1
C 2.32 -3.35 3.91 -0.633
C 1.23 -2.76 3.06 0.001
C 0.05 -3.47 2.85 -0.223
C -0.95 -2.95 2.06 -0.162
C -0.77 -1.71 1.47 -0.361
C 0.39 -0.99 1.66 -0.199
C 1.39 -1.52 2.46 -0.163
H 2.30 -0.96 2.61 0.207
H 0.49 -0.02 1.19 0.272
S -2.07 -1.02 0.47 2.328
O -1.57 -0.64 -0.82 -0.946
O -3.22 -1.88 0.51 -0.943
N -2.38 0.41 1.31 -0.695
C -2.92 0.20 2.65 -0.261
H -3.48 -0.74 2.68 0.212
C -3.84 1.41 2.81 -0.077
H -3.29 2.27 3.21 0.169
O -4.30 1.67 1.50 -0.506
C -3.26 1.34 0.62 0.241
H -3.70 0.87 -0.27 0.192
C -2.45 2.58 0.17 -0.252
N -1.69 2.30 -1.02 -0.592
C -0.49 1.71 -1.00 0.631
O 0.26 1.63 -0.05 -0.661
C -0.10 1.21 -2.40 0.594
O -0.80 1.44 -3.37 -0.633
N 1.04 0.53 -2.38 -0.588
H 1.48 0.42 -1.48 0.420
C 1.64 -0.07 -3.54 -0.223
H 0.92 0.03 -4.35 0.230
H 1.81 -1.14 -3.35 0.196
C 2.97 0.60 -3.94 -0.216
C 4.02 0.45 -2.83 -0.613
H 3.72 1.01 -1.95 0.201
H 4.15 -0.59 -2.57 0.205
H 4.97 0.84 -3.17 0.214
C 2.74 2.07 -4.27 -0.611
H 2.00 2.17 -5.06 0.216
H 2.39 2.61 -3.40 0.207
H 3.67 2.53 -4.61 0.208
H 3.33 0.09 -4.83 0.201
H -2.19 2.19 -1.89 0.427
H -3.14 3.41 -0.01 0.214
H -1.74 2.85 0.96 0.224
H -4.71 1.21 3.44 0.205
H -2.11 0.18 3.38 0.215
H -1.87 -3.48 1.89 0.243
H -0.08 -4.44 3.32 0.216
H 2.87 -4.10 3.35 0.227
H 3.03 -2.58 4.22 0.219
H 1.91 -3.83 4.79 0.222
```

The value obtained for the LUMO energy is 0.60 eV. The net charge is 0. The HOMO-LUMO gap is 9.8 eV. Its molar mass is 383.5 g/mol. As for the SMILES: Cc1ccc(S(=O)(=O)N2CCO[C@H]2CNC(=O)C(=O)NCC(C)C)cc1. The HOMO energy is -9.23 eV.

***

2.
# C3LaO4

A molecular structure, C3LaO4 (ωB97M-V/def2-TZVPD, the Open Molecules 2025 dataset).

```
8
Properties=species:S:1:pos:R:3:mulliken_charge:R:1
C 1.95 0.33 2.92 0.621
C 0.93 -0.09 2.27 -0.314
O 3.11 0.60 3.21 -0.440
O -0.18 -0.91 2.37 -0.637
O -0.99 0.20 -2.39 -0.493
C -1.30 0.33 -3.51 0.690
O -1.59 0.45 -4.61 -0.214
La -0.52 -0.40 0.14 1.787
```

The value obtained for the LUMO energy (alpha / beta) is -5.68 / -5.68 eV. The net charge is +1. The HOMO-LUMO gap (alpha / beta) is 5.0 / 5.0 eV. Its molar mass is 238.9 g/mol. The HOMO energy (alpha / beta) is -10.69 / -10.69 eV.

***

3.
# C35H24Br2N3O4Pb

A molecular structure, C35H24Br2N3O4Pb (ωB97M-V/def2-TZVPD, the Open Molecules 2025 dataset).

```
69
Properties=species:S:1:pos:R:3:nbo_charge:R:1
Pb -4.61 -16.03 6.03 1.240
O -1.74 -18.96 12.08 -0.757
C -2.02 -17.72 12.02 0.715
O -1.80 -16.82 12.86 -0.730
C -2.65 -17.38 10.69 -0.056
C -3.04 -16.06 10.45 -0.171
C -3.63 -15.72 9.22 0.143
N -3.85 -16.71 8.32 -0.473
C -3.44 -17.97 8.47 0.145
C -2.88 -18.33 9.71 -0.170
C -3.58 -18.99 7.44 0.193
C -2.91 -20.28 7.51 -0.209
C -3.04 -21.18 6.45 -0.176
C -3.85 -20.84 5.36 -0.246
C -4.48 -19.59 5.37 0.049
N -4.24 -18.67 6.35 -0.452
C -4.09 -14.37 8.90 0.193
C -3.68 -13.27 9.71 -0.222
C -4.15 -11.99 9.36 -0.155
C -4.92 -11.83 8.22 -0.266
C -5.16 -12.96 7.45 0.092
N -4.72 -14.19 7.77 -0.475
H -2.93 -15.29 11.23 0.243
H -2.47 -19.33 9.90 0.253
H -2.27 -20.57 8.34 0.229
H -2.54 -22.15 6.54 0.220
H -3.94 -21.48 4.53 0.217
H -5.27 -19.35 4.68 0.206
H -3.01 -13.37 10.59 0.236
H -3.96 -11.16 10.04 0.218
H -5.22 -10.89 7.80 0.225
H -5.86 -12.91 6.60 0.230
C -0.62 -17.77 2.93 -0.210
C -0.52 -19.03 2.36 -0.234
C -1.34 -19.36 1.31 -0.227
C -2.25 -18.39 0.78 -0.214
C -2.27 -17.11 1.31 -0.226
C -1.43 -16.77 2.39 -0.208
H 0.02 -17.59 3.81 0.211
H 0.26 -19.72 2.68 0.207
H -1.37 -20.39 0.89 0.204
H -2.93 -18.73 -0.02 0.207
H -2.92 -16.31 0.96 0.224
H -1.43 -15.75 2.84 0.263
Br -8.05 -13.92 -1.24 0.055
C -6.92 -13.81 0.24 -0.115
C -5.63 -13.34 0.10 -0.255
C -4.74 -13.32 1.18 -0.161
C -5.17 -13.68 2.44 -0.172
C -6.56 -13.94 2.63 -0.115
C -7.45 -14.04 1.56 -0.267
C -4.17 -13.90 3.55 0.767
O -2.94 -13.84 3.26 -0.696
O -4.66 -14.04 4.77 -0.849
H -5.27 -13.00 -0.90 0.219
H -3.65 -13.09 1.01 0.248
H -6.96 -14.07 3.64 0.231
H -8.48 -14.32 1.69 0.222
Br -11.52 -16.65 5.97 0.055
C -9.67 -16.52 5.94 -0.128
C -8.93 -16.62 4.75 -0.237
C -7.54 -16.45 4.81 -0.242
C -6.83 -16.15 5.97 -0.468
C -7.60 -16.10 7.15 -0.152
C -8.99 -16.17 7.15 -0.261
H -9.43 -16.80 3.79 0.218
H -7.03 -16.39 3.88 0.206
H -7.06 -15.91 8.10 0.196
H -9.54 -15.97 8.04 0.215
```

The value obtained for the LUMO energy is 1.55 eV. The net charge is -1. The HOMO-LUMO gap is 6.9 eV. Its molar mass is 917.6 g/mol. The HOMO energy is -5.31 eV.